(1)
C7H15N | ωB97M-V with the def2-TZVPD basis set

Calculated values
SMILES string: C=C[C@H](C)[C@@H](C)NC
Largest force on an atom in eV/A: 2.6
Energy relative to the best compared isomer or geometry (same formula, charge and spin) in kcal per mole: 36.2
HOMO energy in Eh: -0.3022
Multiplicity: 1
Calculated total energy in eV: -8990.9204

Geometry (Å):
C (-1.73568, -0.51889, 1.45242)
C (-0.64242, -0.80831, -2.08808)
C (-0.76928, -0.07189, -0.76215)
N (-1.01059, -0.97858, 0.28295)
H (-1.54220, 0.70031, -0.80373)
H (-1.07381, -0.22700, 2.27755)
H (-2.38021, -1.32858, 1.80040)
H (-2.36216, 0.34380, 1.22395)
H (0.19287, -1.50376, -2.06037)
H (-1.55199, -1.37945, -2.27174)
H (-0.49441, -0.11225, -2.91154)
C (1.83966, -0.84025, 0.87753)
C (0.50007, 1.91928, 0.54489)
C (1.75958, -0.10873, -0.25535)
C (0.71551, 0.87241, -0.53990)
H (2.34663, -0.42715, -1.10823)
H (0.87952, 1.35999, -1.50316)
H (2.62669, -1.57118, 0.99694)
H (-0.07024, -1.40673, 0.58778)
H (1.42446, -0.49156, 1.81199)
H (1.37199, 2.57469, 0.61093)
H (-0.36822, 2.53863, 0.31580)
H (0.34423, 1.46519, 1.52112)

(2)
C7H15N | ωB97M-V with the def2-TZVPD basis set

Calculated values
Largest force on an atom in eV/A: 4.3
Energy relative to the best compared isomer or geometry (same formula, charge and spin) in kcal per mole: 159.8
HOMO energy in Eh: -0.1816
Multiplicity: 1
Calculated total energy in eV: -8985.5595

Geometry (Å):
C (-1.10140, -3.43595, 0.71741)
C (-0.47301, -2.64137, 1.82720)
C (-1.42602, 1.46081, -1.41552)
N (-0.12826, 0.00383, 0.70862)
C (0.51711, 0.99667, -0.05911)
C (-0.15672, 1.79591, -0.97254)
C (0.57159, 2.92713, -1.61683)
C (1.97561, 1.10242, 0.35715)
H (-0.79095, -4.26080, 1.40037)
H (-2.15184, -3.30422, 0.43187)
H (-0.63909, -3.77079, -0.23135)
H (0.46203, -3.07678, 2.15736)
H (-1.13208, -2.53771, 2.69337)
H (-1.76522, 1.97110, -2.29440)
H (-2.00943, 0.66291, -0.97368)
H (-1.10349, -0.19109, 0.53300)
H (0.34798, -0.91214, 0.65734)
H (0.46828, 3.82483, -0.99351)
H (-0.04485, 3.06921, -2.50895)
H (1.61382, 2.81775, -1.88622)
H (2.48551, 1.71602, -0.37383)
H (2.45418, 0.13224, 0.53596)
H (2.02626, 1.65005, 1.30630)

(3)
C7H15N | ωB97M-V with the def2-TZVPD basis set

Calculated values
SMILES string: CN[C@@]1(C)CC[C@@H]1C
Largest force on an atom in eV/A: 0.4
Energy relative to the best compared isomer or geometry (same formula, charge and spin) in kcal per mole: 16.6
HOMO energy in Eh: -0.3151
Multiplicity: 1
Calculated total energy in eV: -8991.7721

Geometry (Å):
C (0.09946, -0.04828, -0.55286)
C (0.51943, 0.45462, 0.85603)
C (1.57389, 0.07985, -0.99641)
C (1.99228, 0.23607, 0.47074)
C (-0.39374, -1.49527, -0.60085)
C (-2.10820, 1.01915, -0.74574)
C (0.01546, -0.25768, 2.09743)
N (-0.75739, 0.89119, -1.25274)
H (-0.78106, 0.65233, -2.24011)
H (0.29546, 1.52057, 0.92626)
H (1.98637, -0.77348, -1.53079)
H (1.73487, 0.98498, -1.57696)
H (2.67406, 1.05407, 0.69184)
H (2.39503, -0.68365, 0.89162)
H (-1.32597, -1.61078, -0.05324)
H (-0.55900, -1.78997, -1.63717)
H (0.34600, -2.16382, -0.16979)
H (-2.72621, 0.11769, -0.86476)
H (-2.06288, 1.26882, 0.31313)
H (-2.59541, 1.83953, -1.27235)
H (0.48262, 0.17410, 2.98090)
H (0.25797, -1.31689, 2.06938)
H (-1.06302, -0.15315, 2.19646)

(4)
C7H15N2 | ωB97M-V with the def2-TZVPD basis set

Calculated values
Largest force on an atom in eV/A: 4.0
Energy relative to the best compared isomer or geometry (same formula, charge and spin) in kcal per mole: 75.6
HOMO energy in Eh: -0.5091
Multiplicity: 1
Calculated total energy in eV: -10473.0168
Net charge: +1

Geometry (Å):
C (-3.04060, 0.69739, 1.54149)
C (-0.35974, 1.38559, -1.36155)
C (-1.25613, -1.01545, -0.93943)
C (1.81932, -0.64916, -0.86109)
C (1.20626, 1.00605, 0.85816)
C (0.44997, -1.26892, 1.20979)
C (-0.48300, 0.02829, -0.68285)
N (-1.92322, 0.44254, 1.53059)
N (0.71178, -0.23648, 0.10434)
H (0.57019, 1.33558, -1.87748)
H (-0.97187, 1.17004, -2.30338)
H (-0.58180, 2.33591, -0.83739)
H (-1.00568, -1.91156, -0.49378)
H (-2.09398, -0.99326, -1.61099)
H (-4.11039, 0.72153, 1.56070)
H (1.81023, 0.12470, -1.72541)
H (2.81398, -0.88729, -0.47932)
H (1.37573, -1.58097, -1.41192)
H (1.74695, 1.72729, 0.25168)
H (0.36466, 1.47750, 1.33866)
H (1.85125, 0.55032, 1.68580)
H (1.14368, -1.07851, 1.95881)
H (-0.58366, -1.08923, 1.61780)
H (0.54604, -2.29188, 0.92679)

(5)
C7H15N2 | ωB97M-V with the def2-TZVPD basis set

Calculated values
Largest force on an atom in eV/A: 4.3
Energy relative to the best compared isomer or geometry (same formula, charge and spin) in kcal per mole: 119.5
HOMO energy in Eh: -0.4697
Multiplicity: 1
Calculated total energy in eV: -10471.1145
Net charge: +1

Geometry (Å):
C (-0.01080, 2.08276, -0.29437)
C (0.09885, 0.57188, 1.68517)
C (-0.17530, 0.97522, -1.20310)
C (0.08411, -0.66063, 1.00940)
C (-1.51616, 0.34198, -1.44072)
C (0.98503, 0.56918, -2.07134)
C (0.50149, -2.96405, 1.04733)
N (0.38987, -1.70512, 1.71453)
N (-0.52707, 1.69668, 1.03148)
H (1.02847, 2.56983, -0.28483)
H (-0.79708, 2.88586, -0.57212)
H (-0.16282, 0.70532, 2.81086)
H (1.11907, 0.86040, 1.76343)
H (-1.33603, -0.70472, -1.39626)
H (-1.82169, 0.82969, -2.36304)
H (-2.05646, 0.67698, -0.65392)
H (1.07457, 1.43740, -2.79391)
H (0.69522, -0.12976, -2.84681)
H (1.91012, 0.42543, -1.58664)
H (-0.26992, -3.72973, 1.34988)
H (0.30010, -2.90677, -0.10985)
H (1.54723, -3.39081, 1.33613)
H (-1.54425, 1.46399, 1.14232)
H (0.48344, -1.90101, 2.72637)

(6)
C7H15N2 | ωB97M-V with the def2-TZVPD basis set

Calculated values
SMILES string: C=C(NC)[N+](C)=C(C)C
Largest force on an atom in eV/A: 6.0
Energy relative to the best compared isomer or geometry (same formula, charge and spin) in kcal per mole: 71.3
HOMO energy in Eh: -0.4715
Multiplicity: 1
Calculated total energy in eV: -10473.2052
Net charge: +1

Geometry (Å):
C (1.10451, 0.26805, -0.22849)
C (1.80376, -0.72366, -0.86182)
C (-0.99360, -1.04648, 0.41481)
C (-0.71809, -2.21008, -0.48994)
C (-2.34985, -1.20040, 1.09446)
C (-0.52435, 1.00947, 1.57613)
C (2.19293, 2.14362, -1.54893)
N (-0.11912, -0.00328, 0.49420)
N (1.63579, 1.69247, -0.27372)
H (2.75903, -0.39373, -1.33903)
H (1.57527, -1.76431, -1.02291)
H (-0.02616, -2.12865, -1.38014)
H (-1.68939, -2.57359, -0.94910)
H (-0.32814, -3.17527, 0.14375)
H (-3.08184, -0.52160, 0.66698)
H (-2.44075, -0.91443, 2.19782)
H (-2.76218, -2.17129, 1.00885)
H (-0.09799, 0.74384, 2.52939)
H (-0.15828, 1.94546, 1.22017)
H (-1.55024, 1.11980, 1.65350)
H (1.77046, 1.55992, -2.42578)
H (1.82269, 3.11017, -1.50574)
H (3.31786, 2.00145, -1.61394)
H (2.18108, 1.86354, 0.49209)

(7)
C7H15N2O | ωB97M-V with the def2-TZVPD basis set

Calculated values
Largest force on an atom in eV/A: 4.7
Energy relative to the best compared isomer or geometry (same formula, charge and spin) in kcal per mole: 123.1
HOMO energy in Eh: -0.4170
Multiplicity: 1
Calculated total energy in eV: -12519.3282
Net charge: +1

Geometry (Å):
C (2.00557, -1.43593, 0.31303)
C (-1.60266, 1.27301, 0.20106)
C (2.56504, -0.05815, -0.13425)
C (-1.37130, -0.23023, -0.28752)
C (-0.07662, -0.62976, 0.25837)
C (0.74680, 1.24939, -0.40469)
C (-2.62905, -1.01626, 0.12324)
N (0.71461, -1.61983, -0.22907)
N (-0.33030, 2.01739, 0.26787)
O (1.94334, 1.12563, 0.26366)
H (2.75859, -2.14617, -0.05415)
H (2.02369, -1.47807, 1.46676)
H (-2.18782, 1.64560, -0.54165)
H (-2.26328, 1.31266, 1.13155)
H (3.52757, 0.01745, 0.14348)
H (2.53777, -0.09345, -1.24497)
H (-1.14474, -0.17811, -1.37619)
H (0.11871, -0.49216, 1.31026)
H (1.02339, 1.45645, -1.39697)
H (-3.55781, -0.42924, -0.21387)
H (-2.72973, -1.35794, 1.09933)
H (-2.69161, -1.86486, -0.55988)
H (0.68801, -2.11708, -1.17974)
H (-0.36657, 3.00605, -0.10498)
H (0.29839, 2.04361, 1.14933)

(8)
C7H15N2O2 | ωB97M-V with the def2-TZVPD basis set

Calculated values
SMILES string: CCCC[NH2+][C@]1(O)NC=CO1
Largest force on an atom in eV/A: 4.8
Energy relative to the best compared isomer or geometry (same formula, charge and spin) in kcal per mole: 73.1
HOMO energy in Eh: -0.4752
Multiplicity: 1
Calculated total energy in eV: -14567.9778
Net charge: +1

Geometry (Å):
C (1.96458, -0.31791, 2.11628)
C (1.54582, -1.52637, 2.47161)
C (-0.24470, -0.53039, 1.65573)
C (0.33361, 2.06191, -1.87019)
C (0.02117, 0.73785, -2.59192)
C (-1.04879, -0.17618, -1.93807)
C (-0.46876, -1.02567, -0.74319)
N (0.88080, 0.25730, 1.43511)
N (-1.18976, -0.69173, 0.51476)
O (0.18621, -1.72168, 2.16757)
O (-1.40765, 0.18018, 2.64785)
H (3.03385, 0.07934, 2.04588)
H (1.94348, -2.22516, 3.16219)
H (1.05839, 2.13040, -1.04468)
H (-0.59904, 2.50493, -1.51032)
H (0.58125, 2.77857, -2.81495)
H (-0.29593, 0.84619, -3.70206)
H (0.95841, 0.20674, -2.54978)
H (-1.91087, 0.36041, -1.54516)
H (-1.46889, -0.91090, -2.69297)
H (-0.40394, -2.11712, -1.01493)
H (0.45892, -0.67830, -0.70618)
H (0.76761, 1.22214, 1.44545)
H (-1.67086, -1.46419, 0.99110)
H (-1.88123, 0.17972, 0.49892)
H (-1.14369, -0.16009, 3.57196)

no.,LUMO energy (Ha)
1,0.0420
2,-0.0506
3,0.0399
4,-0.0933
5,-0.1866
6,-0.1676
7,-0.1083
8,-0.1063